Arrangement one

{
  "formula": "C14H16",
  "method": "ωB97M-V/def2-TZVPD",
  "smiles": "Cc1ccccc1.Cc1ccccc1",
  "orbital_gap_ev": 9.6450,
  "symbols": ["C", "C", "C", "C", "C", "C", "C", "H", "H", "H", "H", "H", "H", "H", "H", "C", "C", "C", "C", "C", "C", "C", "H", "H", "H", "H", "H", "H", "H", "H"],
  "xyz": [[2.104, -2.612, 0.640], [0.754, -2.118, 0.209], [-0.144, -1.656, 1.170], [-1.437, -1.262, 0.853], [-1.804, -1.134, -0.480], [-0.905, -1.543, -1.457], [0.359, -2.007, -1.119], [2.832, -2.573, -0.169], [2.009, -3.669, 0.899], [2.526, -2.069, 1.482], [0.075, -1.748, 2.231], [-2.106, -0.886, 1.617], [-2.783, -0.796, -0.793], [-1.214, -1.543, -2.495], [1.061, -2.195, -1.923], [2.069, 1.560, 0.278], [0.597, 1.815, 0.070], [-0.256, 2.052, 1.139], [-1.629, 2.073, 0.925], [-2.099, 2.131, -0.377], [-1.235, 2.063, -1.456], [0.099, 1.755, -1.228], [2.763, 2.244, -0.200], [2.231, 0.515, 0.003], [2.342, 1.529, 1.332], [0.119, 2.104, 2.154], [-2.308, 2.075, 1.764], [-3.170, 2.070, -0.541], [-1.620, 2.193, -2.459], [0.770, 1.631, -2.069]],
  "mulliken_charge": [-1.62, 0.45, -0.14, -0.73, -0.18, -0.68, -0.13, 0.37, 0.41, 0.36, 0.36, 0.38, 0.44, 0.38, 0.34, -1.41, 0.78, -0.43, -0.51, -0.40, -0.62, -0.34, 0.38, 0.22, 0.35, 0.34, 0.45, 0.41, 0.37, 0.40]
}

---

Arrangement two

{
  "formula": "C14H16",
  "method": "ωB97M-V/def2-TZVPD",
  "smiles": "Cc1ccccc1.Cc1ccccc1",
  "orbital_gap_ev": 9.8496,
  "symbols": ["C", "C", "C", "C", "C", "C", "C", "H", "H", "H", "H", "H", "H", "H", "H", "C", "C", "C", "C", "C", "C", "C", "H", "H", "H", "H", "H", "H", "H", "H"],
  "xyz": [[-0.580, 0.350, -2.767], [0.599, 1.149, -2.316], [1.744, 0.619, -1.732], [2.757, 1.414, -1.244], [2.671, 2.806, -1.393], [1.539, 3.354, -1.981], [0.542, 2.538, -2.489], [-0.473, -0.734, -2.760], [-0.840, 0.544, -3.819], [-1.440, 0.584, -2.147], [1.660, -0.439, -1.512], [3.570, 1.048, -0.639], [3.578, 3.376, -1.273], [1.378, 4.426, -1.932], [-0.264, 2.927, -3.088], [-2.287, -0.587, 3.648], [-1.468, -1.234, 2.558], [-1.959, -2.416, 1.979], [-1.140, -3.167, 1.164], [0.051, -2.628, 0.653], [0.413, -1.377, 1.086], [-0.219, -0.779, 2.201], [-3.036, -1.212, 4.116], [-2.820, 0.299, 3.302], [-1.613, -0.174, 4.403], [-2.953, -2.771, 2.232], [-1.520, -4.070, 0.714], [0.548, -3.127, -0.163], [1.233, -0.812, 0.662], [0.330, 0.093, 2.538]],
  "mulliken_charge": [-1.50, 0.77, -0.38, -0.55, -0.47, -0.40, -0.45, 0.36, 0.39, 0.31, 0.46, 0.39, 0.35, 0.35, 0.38, -1.37, 0.97, -0.62, -0.36, -0.58, -0.06, -0.74, 0.38, 0.28, 0.35, 0.37, 0.33, 0.40, 0.35, 0.32]
}

---

Arrangement three

{
  "formula": "C14H16",
  "method": "ωB97M-V/def2-TZVPD",
  "smiles": "Cc1ccccc1.Cc1ccccc1",
  "orbital_gap_ev": 9.7270,
  "symbols": ["C", "C", "C", "C", "C", "C", "C", "H", "H", "H", "H", "H", "H", "H", "H", "C", "C", "C", "C", "C", "C", "C", "H", "H", "H", "H", "H", "H", "H", "H"],
  "xyz": [[0.659, 2.908, 1.897], [-0.534, 2.025, 1.983], [-0.510, 0.853, 2.843], [-1.609, 0.050, 2.920], [-2.847, 0.517, 2.344], [-2.827, 1.519, 1.467], [-1.639, 2.309, 1.234], [0.472, 3.886, 1.432], [1.444, 2.517, 1.247], [1.039, 3.212, 2.876], [0.520, 0.659, 3.119], [-1.590, -0.793, 3.595], [-3.677, -0.137, 2.573], [-3.667, 1.889, 0.886], [-1.776, 3.143, 0.564], [3.095, -2.008, -2.846], [1.688, -1.725, -2.391], [1.494, -0.641, -1.543], [0.282, -0.571, -0.823], [-0.789, -1.327, -1.228], [-0.626, -2.270, -2.274], [0.591, -2.459, -2.867], [3.845, -1.215, -2.729], [3.117, -2.180, -3.927], [3.561, -2.795, -2.246], [2.367, -0.023, -1.390], [0.345, -0.016, 0.107], [-1.787, -1.158, -0.847], [-1.497, -2.886, -2.466], [0.857, -3.283, -3.512]],
  "mulliken_charge": [-1.52, 0.76, -0.36, -0.37, -0.63, -0.34, -0.45, 0.40, 0.27, 0.36, 0.38, 0.41, 0.36, 0.34, 0.38, -1.36, 0.83, -0.71, 0.05, -0.38, -0.44, -0.62, 0.37, 0.35, 0.29, 0.32, 0.21, 0.41, 0.35, 0.36]
}

---

The least stable of them is arrangement three.

---

Arrangement one

{
  "formula": "C5H11NOS",
  "method": "ωB97M-V/def2-TZVPD",
  "orbital_gap_ev": 9.4386,
  "symbols": ["C", "C", "C", "C", "C", "N", "O", "S", "H", "H", "H", "H", "H", "H", "H", "H", "H", "H", "H"],
  "xyz": [[-1.619, -1.667, 0.860], [-1.622, -0.297, 1.473], [-0.934, -0.509, 0.127], [-1.371, 0.077, -1.267], [2.523, 1.722, -0.055], [1.763, 0.634, -0.590], [1.326, -1.855, -0.476], [0.899, -0.612, 0.339], [-1.011, -2.574, 1.225], [-2.551, -1.914, 0.389], [-2.549, 0.318, 1.473], [-0.881, 0.023, 2.302], [-0.910, 1.073, -1.371], [-2.483, 0.141, -1.292], [-0.986, -0.575, -2.073], [3.251, 1.290, 0.662], [3.113, 2.216, -0.836], [1.890, 2.422, 0.375], [2.151, 0.086, -1.264]],
  "mulliken_charge": [-0.67, -0.48, 0.76, -1.35, -0.74, -0.37, -0.67, 0.43, 0.20, 0.26, 0.25, 0.21, 0.32, 0.38, 0.30, 0.29, 0.32, 0.24, 0.29]
}

---

Arrangement two

{
  "formula": "C5H11NOS",
  "method": "ωB97M-V/def2-TZVPD",
  "smiles": "CN[C@H]1[C@H](S)[C@]1(C)O",
  "orbital_gap_ev": 9.4143,
  "symbols": ["C", "N", "C", "C", "S", "C", "C", "O", "H", "H", "H", "H", "H", "H", "H", "H", "H", "H", "H"],
  "xyz": [[2.106, -1.426, -0.099], [1.474, -0.106, -0.191], [0.123, -0.238, -0.552], [-0.903, -0.547, 0.482], [-2.211, -1.703, 0.214], [-0.862, 0.799, -0.101], [-0.352, 1.868, 0.840], [-1.807, 1.079, -1.106], [1.867, -2.081, -0.984], [3.214, -1.272, -0.136], [1.878, -1.909, 0.888], [2.018, 0.460, -0.884], [-0.158, -0.710, -1.485], [-0.470, -0.627, 1.468], [-2.634, -1.161, -0.950], [-0.084, 2.804, 0.312], [0.559, 1.485, 1.336], [-1.069, 2.123, 1.657], [-2.690, 1.162, -0.711]],
  "mulliken_charge": [-0.84, -0.29, -0.46, -0.25, -0.25, 0.73, -1.45, -0.58, 0.30, 0.33, 0.24, 0.26, 0.38, 0.34, 0.14, 0.31, 0.36, 0.35, 0.38]
}

---

The least stable of them is arrangement one.